Record 1
Density functional theory data (ωB97M-V with the def2-TZVPD basis set) for C28H27Cl6CuF12N5O14S4 as an isolated structure at a distorted geometry.

Structure (XYZ):
```
97
C28H27Cl6CuF12N5O14S4 ωB97M-V with the def2-TZVPD basis set
Cu -0.58993 1.22071 -4.06730
C 0.53788 2.08489 2.07519
F -0.55394 2.80145 2.01615
F 1.12555 2.52781 3.16780
F 0.14818 0.80008 2.27490
S 1.88237 2.23260 0.60500
O 1.25878 3.10607 -0.32702
O 3.24371 2.49234 1.12485
N 1.67574 0.73132 -0.23047
S 2.38816 -0.22655 0.73212
O 2.71895 0.22840 2.07838
O 1.57435 -1.46720 0.73165
C 4.03086 -0.74306 -0.15475
F 3.83455 -1.19314 -1.36877
F 4.69434 0.37047 -0.32369
F 4.75496 -1.55771 0.62362
C -4.27737 5.14382 -7.84523
F -4.18177 6.42754 -8.32443
F -5.53318 4.79732 -7.92443
F -3.52759 4.33867 -8.58361
S -3.73780 5.08745 -5.99459
O -2.32334 4.68661 -6.08439
O -3.93424 6.33655 -5.26156
N -4.18925 3.59403 -5.25990
S -5.72182 3.81575 -4.87751
O -6.36311 4.95536 -5.55737
O -6.48588 2.56821 -4.95369
C -5.69742 4.18479 -3.06118
F -5.43244 3.08000 -2.31381
F -4.66080 4.92149 -2.78491
F -6.79133 4.85198 -2.73872
Cl 10.14244 -5.39147 -4.09760
C 10.06957 -7.25741 -4.24970
C 8.61464 -7.73584 -4.54191
Cl 8.18974 -7.47085 -6.26017
H 10.40151 -7.54312 -3.25156
H 10.76409 -7.60191 -5.01590
H 8.00957 -7.08570 -3.90999
H 8.29038 -8.73500 -4.25099
Cl 1.83958 0.57136 9.45939
C 0.76761 1.53359 10.39736
C 0.38384 0.79289 11.70480
Cl -0.96141 -0.43100 11.22635
H -0.14298 1.78217 9.85226
H 1.28991 2.47566 10.56406
H -0.00142 1.38548 12.53457
H 1.24594 0.28930 12.14218
Cl 9.48868 3.87767 5.83817
C 8.08538 2.72199 5.87009
C 8.57750 1.30004 5.74294
Cl 9.06975 0.67097 7.22461
H 7.43621 2.96584 5.02913
H 7.50216 2.86637 6.77954
H 9.43878 1.14411 5.09334
H 7.86260 0.63918 5.25276
C -5.81111 -6.65204 2.40598
C -5.81134 -7.36341 1.23940
C -5.31293 -6.70367 -0.00262
C -4.96789 -5.34105 0.08621
C -4.85822 -4.73988 1.33958
C -5.25809 -5.39509 2.48267
N -4.69574 -4.58592 -1.15796
O -4.91640 -5.14340 -2.22284
O -4.08021 -3.49663 -1.10494
H -6.24394 -7.08898 3.29377
H -6.28579 -8.32516 1.11150
H -5.40369 -7.35175 -0.86178
H -4.57033 -3.69903 1.35225
H -5.49657 -4.86330 3.39193
C 1.14751 -9.42394 -4.29471
C 1.48594 -9.27754 -5.62956
C 1.62903 -7.98305 -6.14140
C 1.28838 -6.87192 -5.37285
C 0.97042 -7.08568 -4.07568
C 0.79460 -8.37937 -3.49534
N 1.29874 -5.44441 -5.89772
O 0.67332 -4.61605 -5.32321
O 1.80584 -5.29272 -7.02774
H 1.02765 -10.43645 -3.93855
H 1.55466 -10.14739 -6.26600
H 1.78859 -7.85892 -7.20232
H 0.68593 -6.22218 -3.49273
H 0.49478 -8.49056 -2.46377
C -2.87850 10.10299 0.49962
C -2.04989 9.68229 1.55842
C -2.51069 9.50288 2.88911
C -3.75181 10.05375 3.17235
C -4.58650 10.54615 2.19605
C -4.11468 10.50762 0.85715
N -4.30719 9.90512 4.51592
O -3.82579 9.01760 5.26773
O -5.34026 10.59798 4.88553
H -2.49649 9.99908 -0.50520
H -1.04086 9.46580 1.24001
H -1.81860 9.18031 3.65290
H -5.60793 10.85698 2.35870
H -4.83520 10.89862 0.15402
```

Output
HOMO energy (alpha / beta): -9.23 / -9.23 eV
Maximum force: 5.5 eV/Å
2S+1: 2
Relative energy (zero: lowest compared OMol25 entry of this formula, charge and spin): 0.000 eV

Löwdin population analysis, charges in e, atoms 1 to 4: 0.97, -0.62, 0.19, 0.16



Record 2
Density functional theory data (ωB97M-V with the def2-TZVPD basis set) for a 3-piece molecular cluster, C28H27FI2N4O7 overall at a distorted geometry.

Structure (XYZ):
```
69
C28H27FI2N4O7 ωB97M-V with the def2-TZVPD basis set
C -3.49495 -2.80699 1.19173
C -3.20620 -2.01834 -0.10217
C -1.92291 -2.50892 -0.85272
N -1.00400 -3.20225 0.09026
C 0.32109 -2.75167 0.05064
C 1.34338 -3.40296 -0.65757
I 0.88110 -5.13488 -1.78256
C 2.64914 -2.95056 -0.64337
C 3.01531 -1.82339 0.06708
C 4.45016 -1.31470 0.14752
C 5.08626 -1.88257 1.47735
C 5.33639 -0.78980 2.54710
I 6.83569 -1.46441 3.93801
C 2.03010 -1.13516 0.75329
C 0.70818 -1.61258 0.72814
C -0.09307 -0.62730 1.56190
O -1.27447 -0.43572 1.61989
N 0.87386 0.13509 2.27355
C 0.85464 0.11658 3.71025
C 1.51368 1.41686 4.25037
O 1.33385 2.45518 3.68603
F 2.28382 1.35489 5.34768
C 2.10775 0.13253 1.59497
O 2.98546 0.95199 1.63719
H -4.42079 -2.42313 1.64408
H -3.63392 -3.86660 0.94009
H -2.71043 -2.68698 1.94351
H -3.23100 -0.93841 0.04113
H -4.03814 -2.25784 -0.76714
H -1.43426 -1.70634 -1.41080
H -2.25182 -3.25622 -1.58920
H -1.06426 -4.20758 0.01649
H 3.40359 -3.51601 -1.18701
H 5.04831 -1.63837 -0.70992
H 4.47768 -0.22201 0.19647
H 5.98460 -2.46624 1.25168
H 4.36647 -2.58456 1.92070
H 4.40065 -0.64311 3.09008
H 5.59571 0.16063 2.07606
H -0.15342 0.10505 4.13719
H 1.43155 -0.72018 4.14325
C -8.24584 -1.07083 -4.93418
C -7.29143 -2.07042 -5.06789
C -6.11188 -2.00471 -4.34376
C -5.90491 -0.93628 -3.48861
C -6.84428 0.07059 -3.35079
C -8.02054 0.00029 -4.07982
N -4.66715 -0.87531 -2.70152
O -3.85225 -1.76685 -2.86030
O -4.52993 0.05629 -1.93881
H -9.16889 -1.12726 -5.49707
H -7.46848 -2.90315 -5.73517
H -5.37153 -2.78433 -4.45051
H -6.67381 0.90410 -2.68467
H -8.76426 0.77922 -3.97949
C 2.56599 4.55783 1.95482
C 3.82086 4.14563 1.52449
C 4.42693 4.77028 0.44619
C 3.76794 5.80876 -0.18987
C 2.51468 6.22661 0.22215
C 1.91338 5.59532 1.30007
N 4.41757 6.48832 -1.31756
O 5.50916 6.08588 -1.66778
O 3.82849 7.41632 -1.83465
H 2.09663 4.06920 2.80276
H 4.32707 3.33700 2.03315
H 5.40308 4.44544 0.11562
H 2.00382 7.03467 -0.28149
H 0.93477 5.91434 1.63349
```

Output
SMILES: CCCNc1c(I)cc(CCCI)c2c1C(=O)N(CC(=O)F)C2=O.O=[N+]([O-])c1ccccc1.O=[N+]([O-])c1ccccc1
HOMO energy: -8.86 eV
Maximum force: 2.3 eV/Å

Löwdin population analysis, charges in e, atoms 1 to 4: -0.11, -0.25, -0.17, -0.02



Record 3
Density functional theory data (ωB97M-V with the def2-TZVPD basis set) for C28H27FeGeI2NO4S as an isolated structure at a distorted geometry.

Structure (XYZ):
```
65
C28H27FeGeI2NO4S ωB97M-V with the def2-TZVPD basis set
Fe -2.06487 -0.62933 -0.10523
O -5.41497 0.28637 2.63747
C -4.27967 0.16947 2.01467
O -4.15587 -0.28073 0.88127
C -3.06757 0.61047 2.75047
C -3.05717 1.20607 4.00597
C -1.83087 1.59607 4.53317
C -0.67417 1.36787 3.80147
C -0.78777 0.74557 2.55817
N -1.95637 0.39027 2.04647
C 0.40053 0.45427 1.69087
O 1.52623 0.76917 1.98967
O 0.10983 -0.15043 0.57327
H -6.17927 -0.00953 2.10737
H -3.98407 1.34177 4.54047
H -1.77847 2.07217 5.50037
H 0.30283 1.64237 4.16837
I -1.56197 -3.23323 0.93457
C -3.08477 -4.04703 -0.37733
I -4.05047 -2.48463 -1.50053
H -3.82347 -4.56863 0.22877
H -2.59727 -4.72253 -1.07823
C -1.90777 3.21667 0.01637
S -2.01507 1.89237 -1.21643
C -3.61737 2.30457 -1.95983
H -2.75357 3.16437 0.69547
H -1.89987 4.17597 -0.49493
H -0.97417 3.08927 0.55447
H -3.52607 3.27307 -2.44623
H -4.38857 2.33167 -1.19593
H -3.84837 1.54207 -2.69693
C -0.10587 -3.13763 -3.84573
C 1.13733 -3.43693 -3.31483
C 1.67863 -2.63403 -2.32443
C 0.98053 -1.52673 -1.85383
C -0.27547 -1.24293 -2.38203
C -0.81657 -2.04523 -3.37433
Ge 1.85653 -0.32973 -0.51183
C 3.19933 -1.35443 0.57727
C 4.46213 -0.83253 0.79467
C 5.40603 -1.59173 1.46967
C 5.07803 -2.85933 1.91717
C 3.80683 -3.36843 1.71277
C 2.85823 -2.61683 1.03727
C 2.07463 1.58987 -1.03143
C 1.59053 1.97477 -2.27533
C 1.67533 3.30247 -2.66053
C 2.25433 4.23447 -1.81563
C 2.75183 3.84477 -0.58243
C 2.66553 2.51867 -0.18873
H -0.51747 -3.74583 -4.63473
H 1.69013 -4.28763 -3.68103
H 2.65333 -2.86243 -1.91363
H -0.79627 -0.33403 -2.07013
H -1.77497 -1.80163 -3.80683
H 4.71543 0.15367 0.43467
H 6.39353 -1.19163 1.63817
H 5.81623 -3.45513 2.43467
H 3.54523 -4.34913 2.08087
H 1.86123 -3.01193 0.87857
H 1.16633 1.23887 -2.94623
H 1.30703 3.59797 -3.63213
H 2.33173 5.26527 -2.12773
H 3.22123 4.56747 0.06717
H 3.04993 2.21157 0.77297
```

Output
HOMO energy (alpha / beta): -13.85 / -13.85 eV
Maximum force: 1.9 eV/Å
2S+1: 5
Net charge: +2
Relative energy (zero: lowest compared OMol25 entry of this formula, charge and spin): 0.473 eV

Löwdin population analysis, charges in e, atoms 1 to 4: 0.45, 0.21, -0.44, -0.06